Record 1
{"formula": "C16H26BFN3O11", "method": "the ωB97M-V functional and the def2-TZVPD basis", "symbols": ["O", "H", "C", "O", "H", "H", "H", "C", "H", "O", "O", "H", "C", "H", "H", "O", "C", "C", "C", "H", "C", "H", "H", "O", "H", "O", "C", "N", "O", "H", "F", "H", "N", "H", "O", "C", "H", "C", "H", "C", "H", "N", "H", "H", "H", "C", "C", "H", "O", "B", "H", "C", "C", "O", "H", "H", "H", "C"], "positions_angstrom": [[-0.930, 5.836, -2.844], [2.156, -2.586, -1.422], [0.461, 1.473, -1.231], [2.913, 1.407, 4.135], [-3.925, -1.021, -1.098], [-2.457, -2.894, -3.036], [1.642, -1.213, -3.057], [-2.911, -1.873, -2.726], [-2.377, 6.172, -1.424], [-3.306, -4.104, 4.252], [0.066, 4.839, -1.095], [3.628, 0.762, 1.903], [-0.151, -2.954, 4.725], [0.400, -4.500, 3.311], [-0.653, -1.540, -1.001], [2.451, -2.663, 1.993], [1.702, 0.805, 1.290], [0.071, -4.386, 4.349], [-1.371, 6.518, -1.677], [0.914, 2.522, -1.193], [-0.404, -1.505, -2.130], [3.274, -2.141, 1.799], [-0.042, -2.781, 5.800], [-1.505, -2.732, 4.359], [-0.211, -2.594, -2.469], [-1.446, -0.575, -4.273], [-1.665, -0.814, -2.851], [1.513, -0.621, -0.881], [-1.221, -4.960, 4.485], [0.514, -2.274, 4.188], [1.916, 3.294, 3.255], [-0.647, 1.319, -0.993], [2.935, 1.521, 1.716], [-0.308, -2.728, 1.116], [0.923, 0.359, 2.199], [0.960, -0.651, -2.305], [1.937, 1.229, -3.093], [0.892, 0.907, -2.697], [-1.397, 7.596, -1.844], [2.247, -1.875, -0.509], [-0.775, 6.067, 0.354], [-3.502, -1.937, -1.356], [0.225, 1.239, -3.575], [-2.814, -2.236, -0.646], [-2.168, 0.062, -4.520], [-2.123, -3.948, 4.355], [-0.186, 4.776, -2.432], [0.510, 6.792, -0.638], [0.382, -3.386, 0.825], [1.637, -2.678, 0.778], [3.386, -1.666, -0.402], [2.600, 2.037, 3.088], [-0.354, 6.122, -0.651], [0.199, 3.896, -3.155], [-3.723, -1.527, -3.476], [-1.939, 0.195, -2.363], [0.788, -4.883, 5.005], [1.268, 0.503, -0.216]], "e_tot_ha": -1741.618488, "relative_energy_kj_mol": 0.00, "fmax_ev_per_a": 6.747, "e_homo_ha": -0.4338, "total_charge": 1, "spin_multiplicity": 1}


Record 2
{"formula": "C4H5P", "method": "the ωB97M-V functional and the def2-TZVPD basis", "symbols": ["P", "H", "H", "C", "C", "C", "C", "H", "H", "H"], "positions_angstrom": [[1.961, -0.640, -0.554], [0.881, -0.238, 1.801], [-1.644, -0.967, 1.027], [0.910, 0.878, -0.151], [-1.099, 0.385, -0.617], [-0.893, -0.444, 0.430], [0.597, -0.231, 0.825], [1.124, -1.404, -1.433], [-2.056, 0.715, -1.031], [1.294, 1.949, -0.033]], "e_tot_ha": -496.561305, "relative_energy_kj_mol": 365.91, "fmax_ev_per_a": 4.235, "e_homo_ha": -0.3246, "total_charge": 0, "spin_multiplicity": 1}